The following is a quantum chemistry calculation of one molecule with the formula C12H20N4O3 at a distorted geometry, from OMol25.

Cartesian coordinates (Å):
C -2.57145 1.51093 1.31363
C -1.98883 0.03596 1.09958
C -2.06854 -0.36413 -0.35084
C -3.58908 -0.45479 -0.78672
C -1.21247 -1.71238 -0.77801
N -1.90192 -2.93560 -0.44669
C 0.18583 -1.71734 -0.18810
O 0.32675 -2.25945 0.93195
N 1.23288 -1.09555 -0.88664
C 2.64993 -0.79833 -0.49046
C 2.66961 0.36673 0.53028
C 2.06375 1.66200 0.17248
C 2.69007 2.87440 -0.10240
N 1.65707 3.71231 -0.46809
C 0.54104 2.95922 -0.38586
N 0.71599 1.76985 0.13824
C 3.42342 -2.00600 0.05651
O 4.62730 -2.00474 -0.13914
O 2.83471 -2.88614 0.77977
H -2.62428 1.76096 2.38476
H -3.56402 1.68319 0.79919
H -1.77009 2.12355 0.73464
H -0.89277 -0.01277 1.34747
H -2.47823 -0.71676 1.69099
H -1.63090 0.54476 -0.85699
H -3.69846 -0.43793 -1.87797
H -3.94724 -1.35177 -0.32023
H -4.14533 0.34945 -0.31527
H -1.12430 -1.65460 -1.86460
H -1.90707 -3.07251 0.51235
H -1.39631 -3.66460 -0.90721
H 0.95942 -0.80287 -1.77641
H 3.05390 -0.38192 -1.37973
H 2.16238 -0.00881 1.40197
H 3.74803 0.53407 0.82390
H 3.75266 3.08948 -0.14893
H 1.73453 4.70338 -0.70711
H -0.39392 3.40076 -0.46664
H 1.87595 -2.74199 0.92634

Results
Energy relative to the best compared isomer or geometry (same formula, charge and spin): 41.39 kcal/mol
Kohn-Sham gap: 9.46 eV
SMILES string: CC[C@H](C)[C@H](N)C(=O)N[C@@H](Cc1c[nH]cn1)C(=O)O
Lowest unoccupied orbital energy: 0.0153 Ha
Energy: -24871.500 eV